# 1
ORCA calculation (ωB97M-V with the def2-TZVPD basis set) on a 14-piece molecular cluster, C5H37NO13 overall in a non-equilibrium geometry.

XYZ file:
```
56
Properties=species:S:1:pos:R:3:mulliken_charge:R:1
C 0.68 -1.21 0.75 0.137
C -0.52 -1.00 -0.19 2.183
C -1.86 -1.30 0.49 -1.685
C -2.29 -0.19 1.47 -0.195
C -3.32 1.93 1.12 -0.447
N -2.47 1.06 0.76 -0.058
H 1.63 -0.85 0.30 -0.372
H 0.57 -0.71 1.72 -0.673
H 0.85 -2.25 1.06 0.593
H -0.47 0.10 -0.56 -0.470
H -0.40 -1.56 -1.11 -0.376
H -2.63 -1.42 -0.33 0.410
H -1.83 -2.25 1.00 0.569
H -1.49 -0.04 2.29 0.074
H -3.22 -0.56 2.04 0.382
H -3.35 2.87 0.57 0.251
H -4.00 1.88 1.97 0.251
H 1.19 0.56 -2.66 0.434
H 1.82 -0.25 -3.85 0.272
O 1.40 -0.39 -2.97 -0.957
H 0.85 -2.44 -2.75 0.351
H 0.19 -3.58 -1.95 0.314
O 0.25 -3.20 -2.80 -0.699
H 3.52 -1.62 -1.05 0.288
H 2.69 -0.58 -1.90 0.502
O 3.48 -0.70 -1.33 -0.749
H -2.09 2.09 -2.86 0.438
H -1.65 2.86 -4.15 0.291
O -1.47 2.77 -3.19 -0.756
H -2.69 0.60 -1.43 0.281
H -2.33 -0.05 -2.79 0.464
O -2.88 0.63 -2.35 -0.822
H 0.13 1.54 3.15 0.407
H 0.41 0.38 4.05 0.405
O -0.34 0.94 3.76 -0.758
H -0.49 -2.12 2.78 0.342
H -0.52 -2.81 4.21 0.300
O 0.04 -2.66 3.40 -0.754
H 2.63 1.46 1.63 0.475
H 1.98 0.62 2.81 0.226
O 1.90 1.42 2.30 -0.794
H 3.58 0.65 -0.22 0.404
H 3.06 2.03 -0.27 0.325
O 3.61 1.46 0.25 -0.798
H -1.04 -2.00 -3.56 0.365
H -0.26 -0.70 -3.38 0.481
O -1.15 -1.04 -3.56 -0.738
H 0.88 2.19 -1.40 0.334
H 0.14 2.38 -2.67 0.428
O 0.96 2.06 -2.37 -0.696
H -0.47 1.96 0.31 0.056
H 0.93 1.94 0.99 0.529
O 0.38 2.26 0.24 -0.702
H 2.49 -0.93 4.61 0.241
H 1.26 -1.52 3.72 0.381
O 1.77 -0.71 3.94 -0.684
```

Calculated values
LUMO energy = 0.051 eV
HOMO-LUMO gap = 10.2173 eV
Energy = -33894.3781 eV

# 2
ORCA calculation (ωB97M-V with the def2-TZVPD basis set) on C5H38N2O12 as an isolated structure in a non-equilibrium geometry.

XYZ file:
```
57
Properties=species:S:1:pos:R:3:mulliken_charge:R:1
N -0.11 0.49 2.40 -0.415
C 0.93 0.51 1.35 0.211
C 2.40 0.39 1.82 -1.305
C 0.54 -0.55 0.30 0.362
N 1.21 0.06 -0.93 0.701
C 0.90 -0.57 -2.24 -0.512
C 0.98 0.35 -3.45 -1.553
H -0.45 -0.47 2.59 0.255
H 0.15 0.96 3.25 0.349
H 0.71 1.55 0.99 -0.029
H 2.94 0.56 0.90 0.259
H 2.57 -0.64 2.18 0.274
H 2.66 1.21 2.53 0.459
H 1.00 -1.53 0.43 -0.121
H -0.55 -0.67 0.27 -0.385
H 1.08 1.05 -0.88 -0.154
H 0.07 -1.29 -2.20 0.427
H 1.81 -1.15 -2.36 0.379
H 0.44 1.26 -3.40 0.519
H 2.07 0.50 -3.62 0.229
H 0.49 -0.11 -4.33 0.329
H 0.73 -3.75 0.94 0.321
H 1.60 -4.48 -0.06 0.328
O 1.64 -4.06 0.80 -0.688
H 0.74 5.01 0.10 0.248
H 0.72 4.59 -1.41 0.286
O 0.39 4.37 -0.51 -0.590
H -1.43 -2.27 0.62 0.375
H -1.69 -3.74 0.96 0.226
O -0.99 -3.14 0.65 -0.646
H -3.31 -3.86 -1.03 0.295
H -1.93 -4.24 -1.97 0.271
O -2.47 -4.26 -1.19 -0.586
H -0.99 3.34 -0.33 0.284
H -2.48 3.72 -0.52 0.292
O -1.92 2.97 -0.30 -0.478
H -3.88 -0.11 2.53 0.215
H -2.61 0.69 2.53 0.372
O -2.93 -0.20 2.68 -0.950
H 1.60 2.23 -2.11 0.240
H 2.24 3.01 -3.17 0.325
O 1.44 3.02 -2.64 -0.669
H -2.32 2.38 2.02 0.335
H -1.80 1.30 2.88 0.716
O -2.64 1.78 2.71 -0.595
H -2.84 -0.52 -0.26 0.232
H -2.94 -1.07 1.15 0.437
O -3.06 -1.36 0.22 -0.698
H -2.36 2.03 -0.09 0.502
H -3.95 1.75 0.06 0.158
O -3.07 1.38 -0.04 -0.761
H 2.93 -1.31 -0.18 0.119
H 2.72 -2.70 0.53 0.502
O 3.37 -2.02 0.30 -0.710
H 3.61 0.52 -1.81 0.342
H 4.77 -0.49 -1.53 0.347
O 4.54 0.34 -1.96 -0.674
```

Calculated values
LUMO energy = -0.306 eV
HOMO-LUMO gap = 9.0373 eV
Energy = -33346.0517 eV

# 3
ORCA calculation (ωB97M-V with the def2-TZVPD basis set) on a 14-piece molecular cluster, C5H38N2O13 overall in a non-equilibrium geometry.

XYZ file:
```
58
Properties=species:S:1:pos:R:3:mulliken_charge:R:1
C -1.64 -3.57 1.48 -1.082
C -1.81 -2.70 0.19 -0.677
C -1.80 -1.18 0.64 -0.081
C -0.79 -0.66 1.65 -0.307
N 0.53 -0.54 0.99 0.563
C 1.62 -0.21 1.77 -0.516
N 2.86 -0.18 1.44 -0.799
H -0.74 -4.23 1.46 0.201
H -1.46 -2.96 2.37 0.378
H -2.50 -4.17 1.64 0.370
H -2.78 -2.98 -0.25 0.489
H -1.19 -2.94 -0.63 0.383
H -2.84 -1.14 0.89 0.438
H -1.53 -0.69 -0.32 -0.536
H -1.06 0.09 2.39 0.408
H -0.79 -1.48 2.48 -0.026
H 0.72 -1.21 0.23 -0.033
H 1.40 0.20 2.76 0.910
H 3.19 -0.56 0.55 0.226
H 2.88 -1.82 3.03 0.291
H 2.02 -2.96 3.69 0.257
O 2.01 -2.23 3.04 -0.581
H 3.60 1.11 -1.74 0.293
H 3.92 0.71 -3.18 0.257
O 3.48 0.37 -2.38 -0.572
H 1.44 -2.68 -1.84 0.310
H 0.51 -3.67 -0.83 0.258
O 0.66 -2.86 -1.31 -0.594
H -0.16 1.88 3.60 0.315
H -0.50 1.65 5.00 0.320
O -0.28 1.13 4.22 -0.626
H -1.14 -0.92 -3.96 0.338
H -0.75 -2.22 -3.52 0.319
O -1.44 -1.88 -4.12 -0.643
H -0.93 2.63 -2.20 0.293
H -1.33 3.27 -0.92 0.418
O -1.62 3.20 -1.86 -0.710
H -2.33 1.40 0.64 0.283
H -2.89 2.50 -0.10 0.283
O -2.36 2.37 0.70 -0.621
H 0.14 0.42 -1.74 0.295
H -1.34 0.13 -2.23 0.212
O -0.55 0.67 -2.36 -0.590
H 1.72 1.23 -0.05 0.350
H 2.64 2.52 0.21 0.325
O 2.11 2.02 -0.42 -0.881
H 0.25 3.22 1.86 0.338
H -1.38 3.28 1.98 0.320
O -0.51 3.23 2.42 -0.683
H -3.78 0.63 -1.93 0.296
H -3.92 -0.70 -1.11 0.327
O -3.51 -0.29 -1.88 -0.625
H 2.07 -1.32 -3.16 0.292
H 3.40 -1.43 -2.52 0.368
O 2.65 -1.97 -2.76 -0.691
H 0.68 4.66 0.04 0.283
H 0.87 3.14 -0.11 0.517
O 0.19 3.82 0.04 -0.648
```

Calculated values
LUMO energy = -0.029 eV
HOMO-LUMO gap = 9.1209 eV
Energy = -35397.9134 eV

Relative energy (zero: lowest compared OMol25 entry of this formula, charge and spin) for every record listed, in sequence, given in kcal per mole: 37.1, 215.9, 102.8.